10
Properties=species:S:1:pos:R:3:forces:R:3 method="wB97M-V/def2-TZVPD" e_above_lowest_kcal_mol=41.9 smiles=Oc1ccn[nH]1 homo_energy_ev=-8.76 total_energy_ev=-8202.06871 molar_mass_g_mol=84.078
O -1.9579 -0.0765 0.5238 -0.065 0.457 -0.098
C -0.6761 0.1617 0.1056 0.587 -0.361 -0.216
C 0.5148 0.8675 0.3838 -0.596 -0.097 0.022
C 1.5184 0.0207 -0.1708 -0.027 -0.054 -0.095
N 1.0195 -0.9935 -0.8404 0.152 -0.186 0.161
N -0.3048 -0.8484 -0.7099 -0.146 -0.368 0.233
H -2.5032 0.6020 0.9301 0.665 0.549 -0.104
H 0.7162 1.8909 0.6976 -0.456 -0.586 0.543
H 2.5852 -0.0097 0.0228 -0.108 0.671 -0.363
H -0.9121 -1.6147 -0.9425 -0.007 -0.024 -0.081

33
Properties=species:S:1:pos:R:3:forces:R:3 method="wB97M-V/def2-TZVPD" e_above_lowest_kcal_mol=29.3 smiles=O.O.O.O.O.O.O.O.O.O.O homo_energy_ev=-10.65 total_energy_ev=-22880.24279 molar_mass_g_mol=198.165
O -0.4808 0.3638 3.2594 0.238 0.261 -0.223
H -0.0907 -0.2685 2.6250 -0.208 -0.317 0.206
H -0.7060 -0.1687 4.0260 -0.059 -0.003 -0.048
O -0.7493 -0.2620 -0.2621 -0.208 -0.302 -0.100
H -0.7917 0.6533 0.0697 0.034 -0.150 -0.161
H 0.1073 -0.3179 -0.6912 0.043 0.251 0.111
O 1.7518 1.1382 -0.7515 0.675 -0.087 0.042
H 1.9590 2.0316 -0.4431 -0.204 -0.126 0.220
H 2.4232 0.5800 -0.3409 -0.063 0.209 0.174
O 0.0438 1.3736 -2.8960 0.410 0.174 0.102
H 0.7661 1.3651 -2.2365 -0.555 -0.143 -0.465
H -0.2367 0.4564 -2.9729 -0.130 0.044 0.023
O 2.3197 -2.6932 0.3916 0.382 0.023 -0.309
H 2.3122 -2.1839 -0.4391 -0.223 -0.600 0.409
H 2.0019 -3.5638 0.1243 0.105 0.018 -0.047
O -1.7769 -2.2593 -2.5186 0.121 -0.074 -0.135
H -1.0106 -1.8140 -2.1382 -0.166 -0.030 0.148
H -1.5286 -3.1883 -2.5606 -0.024 0.061 0.002
O 1.4988 -1.8871 -2.2186 0.251 0.134 0.065
H 1.8788 -2.3149 -2.9972 -0.128 0.040 0.035
H 2.0726 -1.1269 -2.0609 -0.128 0.229 -0.406
O 1.0792 2.4797 2.1356 -0.064 0.149 -0.374
H 1.6246 2.2848 2.9023 -0.115 -0.015 0.078
H 0.2831 1.9406 2.2703 0.227 -0.116 0.307
O 0.1296 -1.9220 1.8171 0.585 -0.643 -0.005
H -0.4145 -1.8088 1.0250 -0.055 0.311 0.075
H 0.9674 -2.3263 1.4843 -0.721 0.619 0.281
O -4.1521 1.3901 1.1404 0.011 0.035 -0.050
H -3.2175 1.4270 0.9013 -0.012 0.023 0.086
H -4.5001 2.2510 0.8900 0.013 -0.033 0.015
O -1.2286 2.4212 0.2834 -0.182 0.432 -0.125
H -0.8398 3.1691 0.7554 0.061 -0.165 0.084
H -1.4954 2.7802 -0.5738 0.087 -0.208 -0.013

96
Properties=species:S:1:pos:R:3:forces:R:3 method="wB97M-V/def2-TZVPD" charge=+1 e_above_lowest_kcal_mol=0.0 homo_energy_ev=-9.74 total_energy_ev=-69950.14999 molar_mass_g_mol=830.380
C 0.6774 -0.6067 -2.8037 -0.364 -0.308 -0.445
C -0.3136 -2.1351 -1.3464 -0.552 0.225 -0.111
C 0.7078 -1.5455 -3.8406 0.385 0.570 0.213
C -0.2356 -3.1504 -2.3139 0.381 0.081 0.117
C 0.2569 -2.8353 -3.5780 -0.199 -0.198 0.210
H 1.1025 -1.2366 -4.8071 0.006 -0.304 0.165
H -0.5445 -4.1637 -2.0530 0.077 0.278 -0.171
H 0.3080 -3.6066 -4.3480 -0.058 0.256 0.178
N 0.0590 -0.8779 -1.6610 0.522 -0.391 0.415
P 1.8357 1.5277 -1.3365 -0.008 0.227 -0.240
P -1.9830 -1.0761 0.6926 0.448 -0.355 0.262
C 1.3208 0.7727 -2.9423 -0.360 0.024 -0.302
H 2.1829 0.7157 -3.6291 -0.320 0.006 0.309
H 0.5979 1.4622 -3.4097 0.187 -0.141 0.136
C -0.8057 -2.3482 0.0438 1.232 -0.215 0.887
H -1.1802 -3.3644 0.2091 0.132 0.244 -0.133
C -2.2488 -1.5352 2.5440 0.103 -0.011 -0.400
C -3.5700 -1.4524 -0.3026 0.335 0.266 0.397
C 3.5237 0.7703 -0.9997 0.143 0.132 0.163
C 1.8560 3.3835 -1.6480 0.201 -0.168 -0.103
C -1.3588 -0.6002 3.3864 0.109 -0.049 0.082
H -1.5264 0.4551 3.1298 -0.013 -0.207 0.106
H -1.6052 -0.7481 4.4497 0.041 0.063 -0.263
H -0.2919 -0.8101 3.2513 -0.301 0.060 0.042
C -3.7001 -1.2958 2.9811 -0.053 -0.055 0.127
H -4.0048 -0.2540 2.8205 0.010 -0.214 0.050
H -4.4073 -1.9749 2.4901 0.171 0.258 0.127
H -3.7647 -1.4901 4.0634 0.043 0.065 -0.285
C -1.8759 -2.9939 2.8291 -0.009 -0.055 0.256
H -2.0568 -3.1813 3.8989 0.072 -0.027 -0.234
H -2.4880 -3.7071 2.2640 0.134 0.147 0.151
H -0.8180 -3.1956 2.6323 -0.267 -0.004 0.080
C -4.6246 -0.3771 0.0282 -0.226 -0.185 -0.055
H -4.2091 0.6343 -0.0850 -0.187 -0.225 0.046
H -5.4594 -0.4808 -0.6828 0.179 0.094 0.203
H -5.0353 -0.4822 1.0378 0.129 0.092 -0.346
C -3.2594 -1.3334 -1.8066 0.012 -0.033 -0.038
H -2.7456 -0.3888 -2.0341 -0.113 -0.419 -0.097
H -2.6522 -2.1724 -2.1641 -0.140 0.283 0.049
H -4.2116 -1.3503 -2.3624 0.269 0.004 0.182
C -4.0797 -2.8738 0.0086 -0.388 -0.201 -0.289
H -3.3098 -3.5466 0.4072 -0.237 0.243 -0.148
H -4.9284 -2.8634 0.7064 0.298 -0.031 -0.160
H -4.4395 -3.3322 -0.9259 0.003 0.085 0.270
C 2.5200 4.1038 -0.4638 0.086 0.162 -0.001
H 2.3775 5.1882 -0.5923 0.032 -0.270 0.016
H 2.0586 3.8244 0.4952 0.205 0.009 -0.280
H 3.6024 3.9222 -0.4135 -0.364 0.056 -0.030
C 0.3928 3.8580 -1.7382 0.068 -0.034 0.013
H -0.1485 3.3900 -2.5708 0.073 0.110 0.206
H -0.1445 3.6701 -0.7990 0.067 -0.007 -0.235
H 0.3882 4.9467 -1.9048 0.015 -0.310 -0.003
C 2.5797 3.7301 -2.9587 0.052 0.287 -0.074
H 2.4098 4.7976 -3.1637 0.062 -0.251 -0.026
H 3.6632 3.5803 -2.8942 -0.365 0.035 -0.049
H 2.1947 3.1613 -3.8155 0.082 0.172 0.198
C 3.4333 -0.7675 -1.0479 -0.271 -0.016 0.060
H 4.4393 -1.1728 -0.8582 -0.273 0.153 -0.067
H 2.7647 -1.1459 -0.2650 0.130 0.048 -0.206
H 3.0974 -1.1396 -2.0231 0.099 0.033 0.148
C 3.9796 1.1637 0.4175 0.023 0.051 0.036
H 3.2696 0.8005 1.1735 0.159 0.016 -0.152
H 4.9552 0.6901 0.6026 -0.259 0.115 0.016
H 4.1043 2.2459 0.5384 0.020 -0.323 -0.010
C 4.5560 1.2251 -2.0446 0.151 0.056 0.076
H 4.2362 1.0083 -3.0730 0.110 0.109 0.231
H 4.8052 2.2897 -1.9560 -0.058 -0.304 -0.018
H 5.4824 0.6592 -1.8655 -0.231 0.138 -0.059
Hg 0.0801 0.8078 0.2572 0.243 -1.248 0.745
C -2.2331 1.6379 -1.0974 -1.066 2.711 -1.518
O -2.6829 2.6085 -1.5074 0.822 -2.049 0.778
N 1.0518 -0.9488 1.4128 0.050 -0.729 -0.299
C 0.7558 -2.1124 1.1192 -1.292 1.166 -1.008
C 1.4877 -3.3731 1.4486 0.001 0.079 -0.063
C 2.5007 -3.2779 2.4112 0.212 -0.233 0.291
C 1.2371 -4.5973 0.8236 0.150 -0.019 0.265
C 3.2202 -4.4138 2.7957 -0.244 0.017 -0.274
H 2.7071 -2.3012 2.8634 -0.138 -0.434 -0.184
C 1.9639 -5.7325 1.2009 0.010 0.194 0.014
H 0.4783 -4.6542 0.0435 0.229 -0.116 0.254
C 2.9487 -5.6493 2.1923 -0.238 0.228 -0.147
H 3.9874 -4.3377 3.5672 -0.205 -0.012 -0.233
H 1.7512 -6.6845 0.7141 0.105 0.225 0.150
H 3.4978 -6.5458 2.4868 -0.157 0.309 -0.076
N -2.7811 7.7661 0.5899 0.823 -2.393 0.724
C -2.4188 6.7014 0.9131 -0.728 2.218 -0.632
C -1.9710 5.3833 1.2913 0.190 -0.358 -0.006
C -0.6507 5.1624 1.7078 0.004 -0.096 0.124
C -0.2517 3.8536 1.9753 -0.345 0.151 -0.253
N -1.0756 2.8035 1.8245 0.033 0.081 0.363
C -2.3644 3.0315 1.5493 0.200 0.226 -0.174
C -2.8481 4.2970 1.2293 -0.109 -0.026 0.216
H 0.0554 5.9860 1.8122 -0.245 -0.200 -0.029
H 0.7670 3.6375 2.3139 -0.379 0.031 -0.210
H -3.0361 2.1623 1.5540 0.360 0.285 -0.129
H -3.8887 4.4251 0.9343 0.274 0.047 0.119